{
  "formula": "C15H24AsBr2N4O2SV",
  "method": "ωB97M-V/def2-TZVPD",
  "multiplicity": 2,
  "s2": 0.8032,
  "e_tot_ev": -263421.9160,
  "gap_ev": [5.748, 6.635],
  "charge": 3,
  "elements": ["V", "Br", "C", "C", "C", "Br", "C", "C", "C", "C", "N", "C", "C", "O", "H", "H", "H", "H", "N", "N", "H", "H", "H", "H", "C", "As", "C", "C", "S", "H", "H", "H", "H", "H", "H", "H", "H", "H", "C", "N", "C", "C", "O", "H", "H", "H", "H", "H", "H", "H"],
  "coordinates": [[0.785, -0.594, -0.171], [-2.495, 2.735, -0.121], [-2.821, 1.032, 0.557], [-4.037, 0.749, 1.220], [-4.308, -0.508, 1.699], [-5.941, -0.823, 2.546], [-3.356, -1.571, 1.564], [-3.534, -2.891, 2.023], [-2.527, -3.805, 1.834], [-1.344, -3.393, 1.210], [-1.125, -2.164, 0.770], [-2.136, -1.278, 0.930], [-1.919, 0.014, 0.424], [-0.749, 0.142, -0.287], [-4.767, 1.539, 1.334], [-4.456, -3.172, 2.513], [-2.625, -4.830, 2.162], [-0.559, -4.135, 1.070], [1.537, -2.405, -1.010], [1.631, -2.403, 0.424], [1.051, -3.215, -1.390], [2.465, -2.324, -1.420], [2.564, -2.581, 0.791], [0.935, -3.018, 0.831], [2.771, 0.754, -4.784], [1.299, 0.974, -3.582], [-0.106, -0.269, -3.975], [0.622, 2.763, -3.665], [2.081, 0.763, -1.529], [2.424, 0.997, -5.789], [3.127, -0.273, -4.753], [3.567, 1.438, -4.493], [-0.560, 0.039, -4.918], [-0.859, -0.239, -3.190], [0.303, -1.271, -4.090], [0.203, 2.927, -4.659], [1.439, 3.461, -3.491], [-0.151, 2.886, -2.909], [1.835, 1.027, 4.003], [1.780, 1.936, 2.848], [1.910, 3.375, 3.133], [1.613, 1.512, 1.644], [1.473, 0.250, 1.380], [2.463, 1.488, 4.760], [2.256, 0.075, 3.701], [0.829, 0.890, 4.398], [1.105, 3.668, 3.805], [1.846, 3.940, 2.207], [2.871, 3.551, 3.610], [1.591, 2.239, 0.834]],
  "forces_ev_per_angstrom": [[-0.46, -0.31, 0.05], [0.07, 0.05, -0.05], [-0.37, -0.30, 0.21], [0.06, 0.10, -0.05], [0.07, -0.07, -0.01], [0.02, 0.01, -0.01], [-0.04, -0.02, 0.02], [0.01, 0.05, -0.02], [0.06, 0.03, -0.02], [-0.02, -0.12, 0.02], [0.11, 0.07, -0.06], [-0.22, 0.16, 0.11], [0.54, 0.05, -0.56], [0.00, 0.24, 0.14], [0.01, 0.00, 0.00], [0.00, -0.01, 0.01], [-0.02, 0.00, 0.01], [-0.02, 0.00, 0.01], [-0.06, 0.13, 0.23], [0.19, 0.22, -0.38], [-0.03, -0.02, 0.08], [-0.03, -0.05, -0.10], [0.03, -0.02, -0.07], [0.13, -0.04, 0.13], [-0.02, 0.00, 0.00], [0.00, 0.11, 0.10], [-0.01, -0.04, 0.00], [-0.03, -0.02, -0.06], [0.01, -0.23, 0.11], [0.00, 0.00, 0.00], [-0.01, 0.01, 0.01], [-0.01, 0.00, 0.00], [0.02, -0.01, 0.00], [0.01, 0.02, 0.00], [0.00, 0.01, 0.01], [0.01, 0.00, 0.00], [0.01, -0.02, 0.01], [0.01, -0.01, 0.00], [-0.01, 0.04, -0.08], [0.08, 0.10, -0.06], [-0.02, -0.10, -0.04], [-0.03, -0.11, 0.18], [-0.03, 0.06, -0.01], [-0.01, -0.03, 0.02], [-0.02, -0.01, 0.03], [0.01, -0.01, 0.03], [0.02, 0.03, 0.01], [-0.01, 0.03, 0.02], [-0.01, 0.03, 0.00], [-0.01, 0.04, 0.04]]
}

{
  "formula": "C15H24BiF4N2O3P",
  "method": "ωB97M-V/def2-TZVPD",
  "e_tot_ev": -51049.7320,
  "gap_ev": 7.390,
  "charge": 2,
  "elements": ["Bi", "C", "C", "N", "C", "C", "C", "C", "N", "C", "C", "F", "C", "F", "C", "C", "F", "C", "F", "H", "H", "H", "H", "H", "H", "H", "H", "H", "H", "H", "H", "H", "H", "H", "C", "O", "P", "O", "C", "O", "C", "H", "H", "H", "H", "H", "H", "H", "H", "H"],
  "coordinates": [[0.670, 0.030, 1.689], [1.233, 2.812, -1.929], [0.526, 1.906, -0.898], [1.290, 1.825, 0.408], [1.264, 3.192, 1.055], [0.975, 3.182, 2.550], [2.714, 1.339, 0.179], [2.710, -0.007, -0.496], [1.706, -0.845, 0.102], [1.608, -2.159, -0.367], [0.655, -3.003, 0.184], [-0.099, -2.441, 1.247], [0.516, -4.329, -0.159], [-0.393, -5.071, 0.442], [1.387, -4.893, -1.088], [2.339, -4.069, -1.644], [3.174, -4.515, -2.530], [2.431, -2.720, -1.345], [3.428, -2.028, -1.965], [0.553, 2.926, -2.805], [2.128, 2.317, -2.339], [1.499, 3.791, -1.567], [0.392, 0.916, -1.319], [-0.449, 2.307, -0.677], [0.502, 3.766, 0.529], [2.241, 3.719, 0.870], [-0.002, 2.749, 2.749], [1.009, 4.204, 2.943], [1.721, 2.610, 3.118], [3.225, 1.297, 1.166], [3.249, 2.086, -0.470], [3.743, -0.385, -0.514], [2.475, 0.128, -1.562], [1.301, -5.932, -1.289], [-3.780, 0.116, 2.469], [-2.962, -0.719, 1.593], [-1.869, -0.220, 0.613], [-2.299, 1.213, 0.083], [-3.592, 1.297, -0.580], [-1.839, -1.223, -0.572], [-2.808, -2.285, -0.906], [-4.823, 0.088, 2.107], [-3.368, 1.152, 2.551], [-3.713, -0.440, 3.433], [-3.426, 1.141, -1.620], [-4.024, 2.259, -0.322], [-4.227, 0.502, -0.228], [-2.359, -2.832, -1.718], [-3.728, -1.786, -1.130], [-2.904, -2.970, -0.042]],
  "forces_ev_per_angstrom": [[-0.67, -0.24, 0.05], [-0.39, -1.16, -0.92], [0.79, 0.76, -0.50], [0.34, 0.18, -0.34], [0.88, 0.60, 0.12], [0.49, -0.25, -0.11], [0.32, 1.19, -0.17], [0.47, 0.92, -1.09], [0.29, -0.89, -0.03], [0.08, 0.33, 0.07], [-0.35, 0.33, 0.73], [0.52, -0.66, -0.71], [0.63, 0.15, -0.14], [-0.37, -0.16, 0.19], [-0.53, 0.81, 0.73], [-0.73, 0.29, 0.17], [0.79, -0.67, -0.79], [0.53, 0.36, 0.13], [-0.78, -0.48, 0.36], [0.39, 0.05, 0.69], [-0.24, 0.29, 0.20], [-0.01, 0.32, 0.19], [0.06, -0.24, 0.08], [-0.19, 0.05, 0.24], [0.03, -0.02, 0.14], [-0.86, -0.67, 0.06], [-0.32, 0.11, 0.13], [-0.15, -0.22, -0.09], [-0.02, 0.11, -0.12], [-0.26, 0.14, -0.44], [-0.44, -0.70, 0.80], [-0.41, -0.15, 0.51], [0.01, 0.07, 0.16], [0.09, -0.67, -0.37], [0.09, -0.38, 1.09], [-0.32, -0.15, -0.04], [0.52, 0.77, -0.56], [0.18, -0.45, 0.46], [-0.04, 0.13, 0.46], [0.17, -0.12, 0.05], [0.63, -0.33, 1.17], [0.64, 0.16, 0.09], [-0.45, -0.88, -0.11], [-0.26, 0.86, -0.56], [0.01, 0.28, -0.85], [0.04, 0.00, -0.24], [-0.44, -0.21, 0.22], [-0.12, 0.11, -0.37], [-0.55, -0.15, -0.37], [-0.06, 0.49, -0.40]]
}

{
  "formula": "C15H24Br2F3N4O2",
  "method": "ωB97M-V/def2-TZVPD",
  "smiles": "COCCCCCn1c(C(F)(F)F)nn([C@@H](Br)[C@H](C)Br)/c1=[N+](/C)C(C)=O",
  "e_tot_ev": -174218.1656,
  "gap_ev": 7.374,
  "charge": 1,
  "elements": ["C", "O", "C", "C", "C", "C", "C", "N", "C", "C", "F", "F", "F", "N", "N", "C", "Br", "C", "C", "Br", "C", "N", "C", "C", "C", "O", "H", "H", "H", "H", "H", "H", "H", "H", "H", "H", "H", "H", "H", "H", "H", "H", "H", "H", "H", "H", "H", "H", "H", "H"],
  "coordinates": [[-5.558, -1.923, -0.025], [-5.067, -0.666, 0.603], [-4.907, -0.858, 2.078], [-3.346, -1.189, 2.450], [-2.352, 0.151, 2.424], [-0.855, -0.339, 1.970], [0.276, 0.876, 1.952], [0.773, 0.998, 0.533], [0.305, 2.064, -0.478], [-0.754, 3.301, -0.285], [-2.117, 2.907, 0.133], [-0.876, 4.166, -1.514], [-0.146, 4.207, 0.757], [1.103, 1.701, -1.745], [1.923, 0.601, -1.498], [2.790, 0.149, -2.655], [2.794, -1.827, -2.955], [2.297, 0.840, -4.091], [0.870, 0.223, -4.633], [3.728, 0.322, -5.447], [1.799, 0.092, -0.079], [2.640, -1.055, 0.346], [2.115, -1.901, 1.457], [4.120, -0.786, 0.397], [4.824, 0.723, 0.500], [5.014, -1.810, 0.299], [-5.047, -2.891, 0.395], [-6.728, -2.067, 0.161], [-5.400, -1.933, -1.207], [-5.392, 0.014, 2.708], [-5.531, -1.834, 2.354], [-3.342, -1.744, 3.481], [-2.940, -1.910, 1.593], [-2.798, 1.029, 1.786], [-2.285, 0.505, 3.543], [-0.965, -0.861, 0.904], [-0.487, -1.139, 2.773], [-0.349, 1.869, 2.173], [1.126, 0.689, 2.733], [3.906, 0.521, -2.495], [2.321, 2.013, -4.063], [0.993, -0.729, -5.329], [0.182, 1.005, -5.181], [0.283, -0.165, -3.670], [2.839, -2.833, 1.623], [1.024, -2.355, 1.276], [2.156, -1.296, 2.484], [4.044, 1.577, 0.671], [5.366, 0.924, -0.544], [5.636, 0.643, 1.339]],
  "forces_ev_per_angstrom": [[-0.94, -0.77, -0.57], [-0.27, -1.84, 1.17], [-0.37, -1.55, 0.18], [-0.17, 0.45, -1.04], [-0.08, -0.76, 1.15], [-0.39, -0.45, 0.57], [-2.29, -0.10, 0.44], [2.02, 0.30, -2.87], [4.47, -4.76, -2.68], [-0.60, 2.76, 0.09], [5.14, 1.27, -1.43], [0.53, -3.68, 4.47], [-2.32, -3.25, -3.29], [-2.28, 0.46, 5.06], [-2.46, 0.72, 4.08], [1.37, 1.08, -1.79], [-0.12, 1.32, 0.82], [-0.72, -0.20, -0.28], [-0.66, -0.56, 0.85], [-0.87, 0.63, 1.08], [-0.78, 2.54, -2.67], [-0.67, 3.04, 0.12], [-0.17, -1.69, 2.22], [5.98, -3.95, -0.95], [-0.64, -0.66, -0.90], [-6.69, 6.33, 0.92], [-0.67, 1.93, -0.64], [2.47, 0.48, -0.30], [-0.15, 0.47, 2.73], [1.23, -1.47, -1.60], [1.29, 2.09, -0.38], [0.28, 1.16, -1.95], [-1.02, 1.30, 1.92], [0.97, -1.90, 1.02], [-0.07, -0.39, -2.19], [0.51, 1.17, 2.26], [-0.89, 1.59, -1.90], [1.84, -2.06, -0.37], [-1.52, 0.61, -1.82], [-2.46, -1.02, -0.05], [-0.07, -2.51, 0.18], [0.05, 2.22, 1.52], [1.70, -1.42, 1.15], [1.09, 0.92, -2.11], [-1.47, 2.19, -0.72], [2.55, 1.37, 0.10], [-0.30, -1.38, -2.20], [1.52, -1.63, -0.10], [-1.15, -0.57, 2.38], [-1.73, 0.18, -1.65]]
}

{
  "formula": "C15H24Cl2NO2PSn",
  "method": "ωB97M-V/def2-TZVPD",
  "e_tot_ev": -61691.7265,
  "gap_ev": 8.244,
  "charge": 0,
  "elements": ["C", "C", "C", "C", "C", "C", "C", "C", "N", "Sn", "C", "P", "H", "H", "H", "H", "H", "H", "H", "H", "C", "C", "H", "C", "C", "H", "H", "H", "H", "H", "H", "H", "H", "H", "H", "H", "H", "H", "H", "Cl", "C", "Cl", "C", "O", "O", "H"],
  "coordinates": [[-2.607, 0.523, -3.080], [-2.410, -0.705, -2.435], [-1.707, -0.772, -1.215], [-1.186, 0.399, -0.614], [-1.364, 1.629, -1.306], [-2.072, 1.691, -2.520], [-1.488, -2.102, -0.526], [-0.026, -2.574, -0.349], [1.021, -1.519, -0.098], [0.202, 0.315, 1.019], [-0.666, 2.850, -0.733], [0.993, 2.224, -0.161], [-2.806, -1.626, -2.883], [-2.196, 2.652, -3.035], [-3.159, 0.567, -4.025], [-1.183, 3.223, 0.172], [-0.579, 3.683, -1.453], [-1.944, -2.044, 0.474], [-2.014, -2.906, -1.071], [0.007, -3.268, 0.505], [1.721, 3.568, 0.867], [1.994, 2.314, -1.717], [0.303, -3.144, -1.240], [1.578, -1.084, -1.402], [2.114, -2.114, 0.711], [-0.469, 1.457, 1.852], [2.069, -1.936, -1.914], [0.764, -0.697, -2.032], [2.319, -0.292, -1.225], [2.647, -2.860, 0.104], [2.822, -1.329, 1.050], [1.675, -2.621, 1.583], [2.011, 3.349, -2.100], [3.028, 1.981, -1.530], [1.533, 1.658, -2.473], [1.873, 4.492, 0.281], [1.042, 3.768, 1.711], [2.688, 3.228, 1.275], [1.370, 0.296, 2.182], [-2.616, -1.575, 5.268], [-1.311, -2.218, 4.242], [-1.993, -3.461, 3.158], [-0.665, -1.099, 3.482], [-0.099, -0.118, 4.150], [-0.663, -1.103, 2.161], [-0.549, -2.701, 4.889]],
  "forces_ev_per_angstrom": [[0.22, 0.01, 0.32], [0.05, 0.20, 0.19], [-0.07, 0.40, -0.32], [-0.68, -0.43, -1.93], [-0.04, -0.62, -0.08], [0.00, -0.26, 0.20], [-0.19, -0.15, 0.14], [0.23, -0.26, -0.03], [0.37, -1.31, -0.69], [-0.04, -1.67, 0.26], [0.23, 0.09, 0.34], [1.10, 3.55, -2.10], [0.17, 0.37, 0.19], [0.06, -0.37, 0.23], [0.24, -0.02, 0.39], [0.20, -0.16, -0.36], [0.02, -0.41, 0.25], [0.17, -0.03, -0.31], [0.20, 0.32, 0.18], [-0.12, 0.30, -0.31], [-0.05, -0.09, 0.06], [-0.07, 0.09, -0.01], [-0.13, 0.20, 0.28], [-0.01, -0.06, 0.09], [0.02, 0.06, 0.01], [-1.83, 3.01, 1.66], [-0.20, 0.38, 0.21], [0.33, -0.10, 0.18], [-0.16, -0.27, -0.11], [-0.01, 0.09, 0.15], [-0.48, -0.45, -0.21], [0.22, 0.37, -0.20], [0.01, -0.43, 0.15], [-0.39, 0.12, -0.07], [0.19, 0.25, 0.25], [-0.09, -0.41, 0.23], [0.26, -0.09, -0.30], [-0.36, 0.14, -0.16], [1.95, -0.43, 0.25], [0.27, -0.06, -0.02], [-0.07, -0.76, 0.38], [0.20, -0.07, 0.13], [3.19, 5.82, -0.01], [-2.61, -4.62, -2.16], [-1.64, -2.61, 3.05], [-0.65, 0.35, -0.39]]
}

{
  "formula": "C15H24F13LiN3O3P2",
  "method": "ωB97M-V/def2-TZVPD",
  "e_tot_ev": -80684.1353,
  "gap_ev": 10.986,
  "charge": -1,
  "elements": ["Li", "P", "F", "F", "F", "F", "F", "F", "P", "F", "F", "F", "F", "F", "F", "C", "C", "C", "C", "N", "H", "H", "H", "H", "H", "H", "H", "C", "C", "C", "C", "N", "H", "H", "H", "H", "H", "H", "H", "C", "C", "C", "C", "N", "H", "H", "H", "H", "H", "H", "H", "C", "C", "O", "C", "O", "O", "F", "H", "H", "H"],
  "coordinates": [[1.408, -4.373, -2.637], [2.900, -2.404, -5.061], [4.123, -3.116, -4.202], [3.242, -1.017, -4.311], [4.008, -2.024, -6.213], [1.688, -1.818, -5.975], [2.692, -3.882, -5.731], [1.814, -2.684, -3.860], [-0.941, -4.217, -0.937], [-0.196, -5.421, -1.738], [-0.006, -3.158, -1.844], [-2.063, -4.061, -2.086], [-1.548, -2.900, -0.165], [-1.926, -5.276, -0.199], [0.142, -4.398, 0.277], [-3.348, -3.670, -4.849], [-2.463, -3.314, -6.046], [-0.976, -3.073, -5.747], [-0.344, -4.142, -5.050], [0.257, -4.949, -4.452], [-3.177, -4.732, -4.677], [-4.418, -3.529, -5.007], [-3.116, -3.098, -3.951], [-2.893, -2.398, -6.453], [-2.490, -4.097, -6.803], [-0.730, -2.239, -5.089], [-0.459, -2.901, -6.691], [6.029, -0.199, -1.958], [5.792, -1.015, -0.754], [5.668, -2.554, -1.008], [4.237, -3.042, -1.117], [3.143, -3.372, -1.199], [7.070, -0.142, -2.278], [5.677, 0.826, -1.842], [5.560, -0.520, -2.888], [5.004, -0.714, -0.063], [6.723, -0.930, -0.194], [6.101, -3.179, -0.228], [6.180, -2.872, -1.917], [2.860, -10.017, -6.204], [2.940, -9.061, -4.972], [2.935, -7.580, -5.327], [2.855, -6.654, -4.183], [2.775, -5.997, -3.246], [2.129, -9.689, -6.942], [2.645, -11.041, -5.899], [3.766, -10.039, -6.809], [3.783, -9.386, -4.362], [2.041, -9.246, -4.384], [2.047, -7.274, -5.881], [3.828, -7.340, -5.903], [2.386, -6.595, 0.115], [3.746, -6.512, 0.645], [3.634, -7.252, 1.846], [2.350, -7.332, 2.250], [2.016, -7.610, 3.414], [1.612, -6.952, 1.229], [4.120, -5.294, 1.009], [2.320, -7.484, -0.513], [1.952, -5.776, -0.458], [4.508, -6.922, -0.018]],
  "forces_ev_per_angstrom": [[0.08, 0.38, -0.20], [1.87, -0.56, -0.10], [-0.60, 0.32, 0.19], [-0.45, 0.24, -0.50], [-0.84, -0.10, 0.20], [0.64, 0.15, 0.44], [-0.53, 0.55, 0.08], [0.35, -0.58, -0.33], [-1.19, 1.28, 0.96], [0.25, -0.19, -0.06], [0.35, -0.79, 0.84], [0.17, -0.22, -0.11], [0.21, -1.10, -0.28], [0.48, 0.49, -0.05], [-0.13, 0.42, -1.02], [0.41, -0.64, 0.03], [-0.48, 0.79, 0.39], [-0.56, 0.58, -0.30], [2.08, -3.07, 1.71], [-1.75, 1.70, -1.57], [-0.17, 0.02, 0.65], [0.04, 0.00, -0.47], [0.28, -0.15, -0.07], [0.36, 0.07, -0.47], [-0.30, 0.04, -0.08], [-0.46, 0.48, -0.14], [0.21, 0.01, 0.12], [-0.43, 1.27, -2.13], [0.94, -1.97, 1.22], [-1.46, -0.48, -0.17], [1.24, 0.84, -0.19], [-0.18, -0.33, -0.10], [0.27, -0.06, 0.50], [0.12, 0.09, 0.19], [-0.60, -0.40, 0.22], [-0.15, 0.23, -0.42], [-0.07, 0.01, 0.50], [0.06, 0.31, 0.32], [-0.10, 0.24, -0.21], [0.23, 0.77, -0.11], [-0.87, -1.02, -0.44], [0.28, 0.67, 0.16], [0.53, -0.61, 0.43], [-0.07, -0.04, -0.06], [-0.47, -0.02, 0.30], [-0.07, 0.11, 0.05], [0.40, 0.03, 0.34], [0.12, 0.44, 0.06], [0.01, -0.08, 0.18], [0.00, -0.38, -0.50], [-0.10, 0.27, -0.13], [-1.30, -1.21, -1.61], [0.61, -0.98, 0.44], [1.55, -0.75, 0.27], [-0.35, 0.24, 3.18], [0.74, 0.45, -3.96], [-2.35, 0.29, 1.18], [0.57, 1.83, 0.27], [0.24, 0.08, -0.51], [0.26, 0.19, 0.65], [0.05, -0.17, 0.22]]
}